{"formula": "C6H14O3Tb", "method": "ωB97M-V with the def2-TZVPD basis set", "symbols": ["H", "C", "O", "C", "H", "H", "H", "H", "Tb", "C", "O", "C", "C", "O", "C", "H", "H", "H", "H", "H", "H", "H", "H", "H"], "positions_angstrom": [[-0.216, 0.010, 0.547], [-0.652, 2.076, -0.999], [-1.293, 1.992, 0.203], [-2.417, 1.132, 0.297], [-1.286, 2.340, -1.860], [0.321, 2.563, -0.873], [-3.090, 1.522, 1.073], [-2.872, 1.318, -0.694], [-0.030, -0.150, -1.590], [-2.790, -0.596, 0.166], [-1.964, -1.141, -0.854], [-2.203, -2.513, -1.220], [-1.288, -3.496, -0.532], [-1.601, -3.579, 0.831], [-0.530, -4.025, 1.626], [-3.794, -0.571, -0.270], [-2.612, -1.046, 1.147], [-2.028, -2.555, -2.303], [-3.257, -2.738, -1.007], [-0.232, -3.201, -0.684], [-1.419, -4.478, -1.024], [-0.867, -4.026, 2.669], [-0.215, -5.041, 1.331], [0.339, -3.350, 1.544]], "forces_ev_per_angstrom": [[0.8, -0.4, -1.7], [-0.5, 0.0, 0.5], [2.1, -1.5, 0.4], [-3.7, -1.2, -2.7], [0.0, 0.2, 0.1], [-0.2, 0.3, -0.2], [0.5, -0.2, -0.1], [-0.6, 0.4, 0.4], [-1.0, -0.4, 2.8], [1.7, 3.2, 1.2], [1.7, 0.7, -0.7], [-0.5, -1.0, -0.4], [-0.3, -0.4, 0.4], [-0.3, 0.8, -0.7], [0.7, -0.5, 0.6], [0.0, 0.0, 0.8], [-0.3, -0.4, -0.5], [-0.2, -0.1, 0.1], [0.2, 0.0, -0.2], [0.1, 0.0, 0.0], [0.1, 0.3, 0.0], [0.1, -0.1, -0.4], [-0.1, 0.3, 0.2], [-0.2, -0.1, 0.0]], "mulliken_charge": [0.073, -0.948, -0.098, -0.523, 0.508, 0.373, 0.387, 0.408, 1.467, -0.270, -0.451, -0.662, -0.211, -0.293, -0.745, 0.459, 0.288, 0.367, 0.431, 0.107, 0.440, 0.264, 0.330, 0.299], "s_squared": 16.60, "gap_ha": [0.23024, 0.25451], "multiplicity": 8, "max_force_ev_per_a": 4.73, "total_charge": 2, "e_tot_ev": -35001.3902, "molar_mass_g_mol": 293.100}


{"formula": "C6H15B", "method": "ωB97M-V with the def2-TZVPD basis set", "symbols": ["B", "C", "C", "C", "C", "C", "C", "H", "H", "H", "H", "H", "H", "H", "H", "H", "H", "H", "H", "H", "H", "H"], "positions_angstrom": [[1.560, 0.216, 0.554], [-0.933, -0.462, -1.423], [-1.539, -1.386, 0.775], [2.724, -1.111, 0.576], [-0.265, 2.136, -0.404], [-1.416, -0.091, 0.003], [-0.451, 1.026, 0.549], [2.042, 1.276, 0.863], [-0.636, 1.379, 1.627], [-1.236, 0.292, -2.119], [0.150, -0.534, -1.383], [-1.283, -1.513, -1.814], [-2.151, -1.164, 1.667], [-2.086, -2.012, 0.131], [-0.473, -1.760, 1.106], [3.371, -0.947, -0.257], [2.128, -1.982, 0.523], [3.502, -1.104, 1.273], [0.627, 2.775, -0.256], [-1.075, 2.877, -0.360], [-0.072, 1.788, -1.456], [-2.488, 0.302, -0.174]], "forces_ev_per_angstrom": [[0.0, 0.5, 1.7], [-0.6, -1.9, 0.0], [1.8, 1.4, 2.2], [-3.5, 2.8, -1.2], [1.0, 1.6, -1.5], [-0.4, 0.9, -1.3], [1.7, -3.2, 0.9], [0.2, -0.1, -0.4], [0.3, -0.7, -1.5], [0.0, 0.2, -0.6], [0.4, 0.0, -0.2], [0.3, 2.0, 0.9], [0.4, -0.5, 0.0], [-0.4, -1.4, -0.4], [-2.2, 0.4, -0.8], [-0.1, -0.1, -1.6], [0.1, -1.4, -0.1], [0.4, 0.2, 2.2], [-0.2, -0.4, 0.6], [-0.2, -0.3, -0.3], [-0.7, 0.3, 1.0], [1.4, -0.2, 0.6]], "nbo_charge": [0.599, -0.604, -0.599, -0.987, -0.670, -0.250, -0.322, -0.161, 0.222, 0.208, 0.196, 0.206, 0.206, 0.209, 0.204, 0.241, 0.220, 0.242, 0.221, 0.212, 0.211, 0.195], "gap_ha": 0.33399, "max_force_ev_per_a": 4.63, "e_tot_ev": -7137.6227, "de_lowest_kj_mol": 365.6, "molar_mass_g_mol": 97.998}